23
Properties=species:S:1:pos:R:3 method="wB97M-V/def2-TZVPD" total_charge=+1 de_lowest_kj_mol=276.1 homo_lumo_gap_ev=10.22 total_energy_ev=-9437.11018
C -2.448 0.819 0.848
C 2.825 -1.164 -0.970
C 1.991 1.087 0.011
C 1.040 -1.151 0.703
C -2.558 -0.207 -1.351
C 1.863 -0.466 0.010
N -1.938 1.085 2.052
N -1.925 0.162 -0.084
H -3.516 1.105 0.612
H 2.939 -2.148 -0.725
H 2.535 -0.909 -2.072
H 3.859 -0.798 -0.875
H 1.253 1.464 -0.847
H 2.972 1.430 -0.303
H 1.632 1.533 1.010
H 0.252 -0.737 1.345
H -0.925 -0.342 0.013
H 1.203 -2.278 0.748
H -1.622 -0.034 -2.000
H -3.392 0.446 -1.600
H -2.932 -1.254 -1.511
H -2.185 1.698 2.826
H -0.921 0.661 2.160

***

23
Properties=species:S:1:pos:R:3 method="wB97M-V/def2-TZVPD" total_charge=-1 de_lowest_kj_mol=53.0 s2=0.751 spin_multiplicity=2 homo_lumo_gap_ev="2.59 / 9.20" total_energy_ev=-9558.24735
C -0.350 -1.812 -2.504
C -1.499 -0.857 -2.655
H -0.687 -2.852 -2.625
H 0.450 -1.621 -3.212
H 0.059 -1.860 -1.492
H -1.318 0.181 -2.329
H -2.371 -1.059 -2.039
H -1.764 -0.683 -3.702
C -0.662 2.581 1.049
C 0.224 -0.949 2.024
C 1.611 -1.085 1.692
C -0.453 0.243 1.817
C 0.179 1.372 1.262
C 2.147 0.003 1.031
C 1.496 1.225 0.922
H -0.111 -1.857 2.510
H 2.170 -1.940 2.039
H -1.499 0.346 2.064
H 3.142 -0.082 0.598
H -1.418 2.313 0.296
H -0.125 3.473 0.745
H 2.099 2.073 0.629
H -1.320 2.850 1.880

***

121
Properties=species:S:1:pos:R:3 method="wB97M-V/def2-TZVPD" total_charge=+1 homo_lumo_gap_ev=8.68 total_energy_ev=-487164.88761
C -3.089 -4.480 2.765
C -3.303 -3.200 3.589
C -1.997 -2.366 3.707
C -2.000 -1.390 2.506
N -0.904 -0.416 2.543
C 0.134 -0.365 1.752
N 0.377 -1.254 0.779
C 1.698 -2.018 0.865
C 1.733 -2.741 -0.513
C 3.094 -3.087 -1.098
O 3.980 -3.708 -0.547
C 3.357 -2.620 -2.517
C 4.664 -2.346 -2.880
C 4.936 -1.885 -4.141
C 3.922 -1.691 -5.047
C 2.612 -1.960 -4.709
C 2.358 -2.423 -3.443
N 1.462 -2.888 2.017
C 1.886 -4.295 1.919
C 0.733 -5.289 1.581
C 2.792 -0.942 1.057
C 3.110 -0.056 -0.198
C 1.972 0.623 -0.968
C 2.507 1.160 -2.325
C 3.479 2.328 -2.175
O 2.743 3.406 -1.554
C 3.641 4.331 -1.084
O 4.554 4.759 -1.745
C 4.240 -1.487 1.402
N 4.343 -2.607 2.316
C 5.650 -2.579 3.016
C 2.473 0.065 2.196
C 2.518 -0.516 3.639
C 3.625 0.055 4.531
O 4.324 -0.631 5.210
Br 3.874 2.016 4.597
N 1.097 0.618 1.904
P 0.600 2.102 2.516
N -0.686 2.553 1.776
O 0.273 2.048 4.110
O 1.795 3.125 2.255
H -2.686 -4.211 1.778
H -4.003 -5.048 2.603
H -2.311 -5.083 3.244
H -3.648 -3.444 4.594
H -4.038 -2.600 3.044
H -2.075 -1.751 4.608
H -1.107 -2.999 3.732
H -2.906 -0.795 2.663
H -2.155 -1.884 1.547
H -1.007 0.279 3.273
H -0.387 -1.858 0.509
H 1.086 -3.625 -0.536
H 1.254 -2.058 -1.215
H 5.429 -2.500 -2.126
H 5.965 -1.668 -4.406
H 4.147 -1.299 -6.045
H 1.827 -1.776 -5.431
H 1.319 -2.622 -3.186
H 0.476 -2.946 2.230
H 2.740 -4.499 1.277
H 2.202 -4.592 2.927
H 1.007 -6.233 2.058
H -0.235 -4.940 1.942
H 0.731 -5.511 0.509
H 3.756 0.743 0.188
H 3.752 -0.572 -0.919
H 1.609 1.517 -0.449
H 1.105 0.012 -1.217
H 3.087 0.336 -2.771
H 1.689 1.355 -3.022
H 3.868 2.569 -3.165
H 4.298 2.000 -1.528
H 3.463 4.698 -0.057
H 4.808 -1.662 0.479
H 4.751 -0.634 1.873
H 4.369 -3.472 1.789
H 5.667 -3.407 3.724
H 5.840 -1.612 3.479
H 6.458 -2.721 2.278
H 3.162 0.910 2.170
H 2.578 -1.598 3.723
H 1.590 -0.212 4.145
H -1.430 2.692 2.454
H 0.068 2.952 4.396
H 2.342 2.835 1.509
C -0.380 4.854 -2.750
Cl -0.344 3.561 -3.959
Cl -0.612 4.149 -1.141
Cl 1.150 5.736 -2.793
Cl -1.712 5.958 -3.109
C -2.725 5.123 -7.251
Cl -3.125 3.739 -6.219
Cl -2.774 4.624 -8.946
Cl -3.901 6.411 -6.979
Cl -1.104 5.708 -6.857
C -7.583 -3.578 4.340
Cl -7.012 -4.243 2.801
Cl -6.659 -2.118 4.727
Cl -9.294 -3.170 4.205
Cl -7.354 -4.774 5.619
C -12.765 -0.308 3.430
Cl -11.686 -1.636 3.895
Cl -14.237 -0.379 4.401
Cl -11.946 1.234 3.709
Cl -13.175 -0.458 1.719
C -7.980 7.202 -6.495
Cl -7.410 5.531 -6.567
Cl -6.593 8.303 -6.451
Cl -8.962 7.552 -7.920
Cl -8.953 7.430 -5.037
C -4.062 4.919 3.497
Cl -3.002 3.583 4.011
Cl -5.605 4.789 4.340
Cl -3.292 6.454 3.894
Cl -4.320 4.813 1.755
C 4.916 1.321 -8.465
Cl 5.654 2.791 -7.825
Cl 6.136 0.358 -9.300
Cl 4.242 0.370 -7.119
Cl 3.622 1.745 -9.589